Arrangement A

A 2-piece molecular cluster, C3H6N2O overall. Source: OMol25; level of theory: wB97M-V/def2-TZVPD.

Last column: Mulliken charge in e.
Atoms and positions in Å:
C  -1.2113  0.0841  0.5963  -0.920
N  0.1795  -0.2936  0.4313  -0.143
C  1.1886  0.5305  0.8947  0.031
O  2.0793  0.1664  1.6294  -0.536
H  -1.4787  -0.0453  1.6480  0.345
H  -1.3683  1.1281  0.3189  0.335
H  -1.8926  -0.5218  -0.0138  0.312
H  0.3666  -1.2443  0.7207  0.200
H  1.1848  1.5311  0.4228  0.359
C  0.3404  -0.4387  -2.1882  0.152
N  -0.7811  -0.4408  -2.4590  -0.410
H  1.3929  -0.4558  -2.0011  0.274

Computed properties:
SMILES string ... CNC=O.C#N
Gap between HOMO and LUMO ... 10.8720 eV
HOMO energy ... -9.95 eV

Arrangement B

One molecule with the formula C3H6N2O. Source: OMol25; level of theory: wB97M-V/def2-TZVPD.

Last column: Mulliken charge in e.
Atoms and positions in Å:
O  1.5288  -1.3941  0.2706  -0.529
C  1.2637  -0.1524  -0.3747  -0.223
C  -0.0720  0.3231  0.0908  0.236
C  -0.7191  1.5228  0.1365  -0.455
N  -2.1482  0.3914  0.2031  -0.544
N  -1.1255  -0.5173  0.3839  -0.038
H  2.3523  -1.7585  -0.0793  0.305
H  1.2525  -0.2866  -1.4677  0.240
H  2.0192  0.6031  -0.1274  0.260
H  -0.3915  2.4631  -0.2929  0.292
H  -2.8059  0.3289  0.9859  0.201
H  -1.1544  -1.5234  0.2712  0.254

Computed properties:
SMILES string ... OCc1c[nH][nH]1
Gap between HOMO and LUMO ... 8.6306 eV
HOMO energy ... -7.90 eV

arrangement A has the most favorable energy; the next structure is 0.1323 hartree above.

Arrangement A

A 2-piece molecular cluster, C3H6N2O overall. Source: OMol25; level of theory: wB97M-V/def2-TZVPD.

Last column: Mulliken charge in e.
Atoms and positions in Å:
H  0.7262  -0.8209  1.9680  0.233
N  0.8059  -0.2197  1.1583  -0.535
C  1.5119  -0.6869  0.1944  0.163
C  1.4653  -0.1344  -1.1559  -1.237
H  2.0221  -1.7086  0.3830  0.274
H  0.7471  -0.6272  -1.7022  0.326
H  2.2843  0.0398  -1.7104  0.429
H  0.9439  0.7754  -1.1097  0.355
N  -2.8700  0.6657  1.1295  -0.361
C  -2.4706  0.7402  0.0312  0.484
O  -2.4674  0.7946  -1.1244  -0.407
H  -2.6987  1.1821  1.9384  0.275

Computed properties:
SMILES string ... [H]/N=C/C.N=C=O
Gap between HOMO and LUMO ... 10.8389 eV
HOMO energy ... -9.93 eV

Arrangement B

A 2-piece molecular cluster, C3H6N2O overall. Source: OMol25; level of theory: wB97M-V/def2-TZVPD.

Last column: Mulliken charge in e.
Atoms and positions in Å:
N  0.9614  -2.3175  -0.0431  -0.609
C  0.8782  -1.5745  -1.0163  0.602
N  0.9804  -0.8424  -1.9922  -0.517
H  0.3719  -2.1064  0.7532  0.306
H  0.3076  -0.9649  -2.7393  0.269
C  -0.0329  1.0586  1.1554  -0.691
C  -1.1041  1.1873  0.1078  0.142
O  -1.5356  0.2661  -0.5453  -0.464
H  0.4717  0.0942  1.0735  0.056
H  -0.4937  1.1414  2.1479  0.285
H  0.6985  1.8677  1.0665  0.281
H  -1.5128  2.2105  -0.0279  0.339

Computed properties:
SMILES string ... N=C=N.CC=O
Gap between HOMO and LUMO ... 11.1114 eV
HOMO energy ... -10.18 eV

arrangement B has the most favorable energy; the next structure is 0.0114 hartree above.

Arrangement A

C3H6N2O as an isolated structure. Source: OMol25; level of theory: wB97M-V/def2-TZVPD.

Last column: Mulliken charge in e.
Atoms and positions in Å:
N  0.3037  0.3371  1.6664  -0.631
C  0.4521  -0.3667  0.4227  0.184
C  -0.9231  -0.6662  -0.2207  -0.588
O  -1.0940  0.5173  -0.9752  -0.701
C  0.7827  0.4583  -0.8075  0.314
N  1.1586  0.7396  -1.9089  -0.566
H  1.1850  0.7203  1.9915  0.244
H  -0.3534  1.1036  1.5442  0.266
H  1.1605  -1.1947  0.5335  0.360
H  -0.9054  -1.5827  -0.8293  0.278
H  -1.6853  -0.7632  0.5603  0.354
H  -0.0812  0.6972  -1.9770  0.487

Computed properties:
Gap between HOMO and LUMO ... 10.1816 eV
HOMO energy ... -9.56 eV

Arrangement B

One molecule with the formula C3H6N2O. Source: OMol25; level of theory: wB97M-V/def2-TZVPD.

Last column: Mulliken charge in e.
Atoms and positions in Å:
N  1.7674  0.2403  -0.3954  -0.500
C  0.6770  0.3715  0.4484  0.622
O  0.8330  0.4022  1.7451  -0.721
C  -0.6666  0.7723  -0.0090  -0.288
C  -1.2450  -0.3446  -0.7856  -0.285
N  -0.5906  -0.6743  0.4607  -0.472
H  2.4579  -0.3863  -0.0007  0.252
H  1.5289  -0.0026  -1.3494  0.248
H  -1.2963  1.4415  0.5722  0.233
H  -0.7522  -0.7230  -1.6826  0.190
H  -2.3307  -0.3978  -0.8057  0.257
H  -0.3008  -0.4265  1.6280  0.465

Computed properties:
SMILES string ... N[C@@]1([O-])[C@H]2C[N@H+]21
Gap between HOMO and LUMO ... 10.0257 eV
HOMO energy ... -9.13 eV

arrangement A has the most favorable energy; the next structure is 0.0063 hartree above.

Arrangement A

A 2-piece molecular cluster, C3H6N2O overall. Source: OMol25; level of theory: wB97M-V/def2-TZVPD.

Last column: Mulliken charge in e.
Atoms and positions in Å:
N  0.0802  0.2078  -1.8858  -0.309
C  -0.0219  -0.9926  -1.3453  -0.481
C  0.5389  -0.0880  1.3205  -0.314
O  0.8801  1.2203  0.9415  -0.482
C  -0.8957  -0.1971  1.6739  0.367
N  -2.0320  -0.2554  1.8829  -0.399
H  0.9608  0.4823  -2.3101  0.254
H  -0.6796  0.8766  -2.0211  0.271
H  -1.0624  -1.0788  -0.9726  0.238
H  0.7557  -0.8219  0.5180  0.275
H  1.1512  -0.3565  2.1817  0.252
H  0.5284  1.3580  0.0496  0.326

Computed properties:
Gap between HOMO and LUMO ... 9.5853 eV
HOMO energy ... -9.12 eV

Arrangement B

C3H6N2O as an isolated structure. Source: OMol25; level of theory: wB97M-V/def2-TZVPD.

Last column: Mulliken charge in e.
Atoms and positions in Å:
C  1.6212  -0.6548  0.0269  -0.941
N  0.9068  0.6062  -0.1026  -0.035
C  -0.3553  0.8296  -0.4093  -0.353
N  -1.2010  -0.2304  -0.5434  -0.192
C  -2.2730  0.4305  0.1638  0.199
O  -2.5497  0.1794  1.3085  -0.523
H  1.3150  -1.2211  0.9145  0.301
H  2.6841  -0.4250  0.1098  0.335
H  1.4709  -1.2674  -0.8674  0.320
H  1.4083  1.4430  0.1511  0.251
H  -0.9726  -1.1781  -0.2228  0.261
H  -2.7683  1.1892  -0.4542  0.377

Computed properties:
Gap between HOMO and LUMO ... 9.5593 eV
HOMO energy ... -8.79 eV

arrangement B has the most favorable energy; the next structure is 0.0424 hartree above.